Computed, not measured: a single C3H6N2O2 molecule at a distorted geometry, with ωB97M-V/def2-TZVPD.

```
13
Properties=species:S:1:pos:R:3:forces:R:3
N -1.37851 0.49875 -0.71113 -0.05 -0.04 0.02
C -1.40539 0.00170 0.55513 -0.07 0.03 0.08
O -2.34238 0.15186 1.31606 0.28 -0.09 -0.25
C -0.14788 -0.77226 0.97204 -0.02 -0.14 0.14
O 0.96816 0.13799 1.13149 0.03 0.29 -0.33
C 1.64927 0.37732 0.00606 -1.53 0.50 -1.68
N 1.55903 -0.31882 -1.04809 0.61 -1.71 0.07
H -2.20921 0.95906 -1.05231 0.15 -0.03 0.05
H -0.62732 0.26480 -1.34514 -0.18 -0.01 0.13
H 0.10154 -1.53916 0.23278 -0.04 0.08 0.20
H -0.34427 -1.21136 1.94734 0.12 0.09 -0.07
H 1.92082 1.37127 -0.31235 1.10 0.97 1.99
H 2.24190 0.05445 -1.70068 -0.41 0.07 -0.35
```
Forces are in eV/Å.

ΔE to the lowest compared entry with this formula, charge and spin ... 2.0779 eV
SMILES ... [H]/N=C/OCC(N)=O
Total energy ... -10282.7195 eV
LUMO level ... 0.0298 hartree
Orbital gap ... 10.7 eV



Computed, not measured: 2 unconnected molecules or ions with the total composition C3H6N2O2 at a distorted geometry, with ωB97M-V/def2-TZVPD.

```
13
Properties=species:S:1:pos:R:3:forces:R:3
C -1.18941 1.51463 1.37139 -0.99 -0.72 -0.86
C -0.18300 1.40790 0.48044 -0.65 -1.15 0.53
C -0.24683 0.06199 -0.21505 -0.46 0.33 -1.09
N 1.47073 -1.89143 0.07469 1.25 -3.50 -0.98
N 0.44127 -0.12713 -1.39206 -0.11 1.17 0.54
O 1.63370 -3.01069 -0.44316 0.51 1.88 0.89
O -0.94734 -0.86902 0.19158 -0.01 0.94 -0.21
H -1.42711 2.37387 2.00620 0.38 -0.28 -0.31
H -1.96930 0.63983 1.33164 1.74 1.81 0.46
H 0.64309 2.09190 0.22681 -0.69 -0.21 0.41
H 0.46611 -1.77868 0.02664 -0.63 0.14 0.56
H 0.16516 -0.94370 -1.91736 0.34 0.16 -0.12
H 1.14292 0.53051 -1.74176 -0.68 -0.56 0.18
```
Forces are in eV/Å.

ΔE to the lowest compared entry with this formula, charge and spin ... 5.1901 eV
SMILES ... C=CC(N)=O.N=O
Total energy ... -10279.6073 eV
LUMO level (alpha / beta) ... 0.0088 / 0.0089 hartree
Orbital gap (alpha / beta) ... 9.1 / 9.1 eV